No. 1
Computed, not measured: a structure of composition C27H41BrO3OsTe in a non-equilibrium geometry, with wB97M-V/def2-TZVPD.

```
! wB97M-V def2-TZVPD RIJCOSX def2/J DEFGRID3
* xyz 2 1
Os -1.346 -0.720 1.017
C -1.301 -0.645 4.185
O -0.912 -1.328 2.971
C -0.908 -2.772 3.000
C -2.168 -3.229 2.321
O -2.096 -2.630 0.998
C -3.140 -3.076 0.095
H -0.666 -1.001 4.993
H -2.354 -0.834 4.403
H -1.130 0.411 4.012
H -0.791 -3.141 4.017
H -0.044 -3.074 2.409
H -3.078 -2.880 2.816
H -2.205 -4.314 2.225
H -3.036 -4.152 -0.025
H -2.980 -2.572 -0.853
H -4.118 -2.824 0.505
C 4.512 -1.929 -4.028
C 3.591 -0.703 -3.948
C 4.444 0.579 -3.907
C 2.703 -0.673 -5.193
C 2.771 -0.747 -2.667
C 1.393 -0.484 -2.665
C 0.736 -0.548 -1.470
Br -1.133 -0.160 -1.401
C 1.344 -0.867 -0.243
O 0.616 -1.016 0.844
C 2.760 -1.050 -0.216
C 3.404 -0.999 -1.436
C 3.510 -1.282 1.096
C 3.210 -0.137 2.077
C 3.094 -2.631 1.704
C 5.024 -1.321 0.869
H 5.062 -1.899 -4.969
H 3.942 -2.860 -4.002
H 5.248 -1.954 -3.226
H 5.052 0.637 -4.811
H 5.117 0.586 -3.049
H 3.818 1.471 -3.862
H 3.329 -0.746 -6.081
H 2.141 0.261 -5.276
H 2.003 -1.511 -5.217
H 0.869 -0.245 -3.580
H 4.470 -1.154 -1.455
H 2.168 -0.126 2.392
H 3.451 0.832 1.635
H 3.829 -0.256 2.966
H 2.040 -2.641 1.974
H 3.678 -2.815 2.608
H 3.287 -3.451 1.010
H 5.392 -0.412 0.390
H 5.330 -2.182 0.271
H 5.522 -1.405 1.834
C -4.514 6.256 -0.157
C -4.255 4.825 0.214
C -3.944 4.465 1.521
C -3.732 3.144 1.891
C -3.394 2.818 3.320
C -3.825 2.168 0.890
Te -3.684 0.171 1.547
C -4.141 2.484 -0.432
C -4.335 1.462 -1.518
C -4.336 3.824 -0.745
H -4.382 6.921 0.694
H -5.533 6.375 -0.526
H -3.841 6.578 -0.952
H -3.860 5.236 2.278
H -3.294 3.727 3.909
H -2.446 2.279 3.397
H -4.170 2.212 3.797
H -4.029 0.461 -1.205
H -3.774 1.729 -2.413
H -5.387 1.393 -1.801
H -4.582 4.089 -1.768
*
```

Summary:
E_HOMO (alpha / beta), Eh: -0.4930 / -0.4927
Orbital gap (alpha / beta), hartree: 0.1641 / 0.1634

***

No. 2
Computed, not measured: a structure of composition C27H41CoN8O5P2, with wB97M-V/def2-TZVPD.

```
! wB97M-V def2-TZVPD RIJCOSX def2/J DEFGRID3
* xyz 2 5
Co 0.157 0.063 0.067
N -0.624 0.025 2.285
N 0.410 0.315 3.172
C 1.669 0.357 2.695
N 2.646 0.559 3.553
N 1.772 0.191 1.350
N 3.031 0.082 0.741
O 4.048 0.019 1.392
O 2.957 -0.028 -0.454
H -1.407 0.650 2.449
H -0.945 -0.936 2.393
H 0.225 0.381 4.164
H 2.467 0.683 4.537
H 3.600 0.533 3.216
O -2.659 -1.535 -1.766
C -2.260 -0.694 -1.023
O -1.408 -0.951 0.010
C -2.697 0.762 -1.037
P -1.282 1.878 -0.740
C -1.985 3.325 0.086
C -2.579 4.317 -0.692
C -3.252 5.358 -0.069
C -3.320 5.424 1.315
C -2.709 4.450 2.092
C -2.043 3.403 1.477
C -0.618 2.497 -2.282
C -1.058 2.066 -3.530
C -0.547 2.660 -4.674
C 0.392 3.679 -4.574
C 0.836 4.106 -3.328
C 0.341 3.510 -2.181
H -3.347 0.903 -0.169
H -3.265 1.017 -1.930
H -2.522 4.283 -1.772
H -3.721 6.123 -0.673
H -3.843 6.243 1.790
H -2.746 4.513 3.171
H -1.543 2.661 2.090
H -1.797 1.280 -3.618
H -0.894 2.336 -5.646
H 0.776 4.146 -5.471
H 1.563 4.904 -3.253
H 0.673 3.856 -1.209
O 0.366 -0.343 -1.792
P 1.001 -1.363 -2.763
N 1.754 -2.538 -1.903
C 1.510 -2.871 -0.493
C 2.777 -3.602 -0.063
C 3.190 -4.322 -1.344
C 2.916 -3.285 -2.428
N 1.937 -0.550 -3.810
C 2.454 0.822 -3.607
C 2.978 1.197 -4.986
C 3.543 -0.124 -5.496
C 2.484 -1.134 -5.062
N -0.042 -2.163 -3.713
C -0.664 -3.457 -3.313
C -1.811 -3.654 -4.319
C -1.529 -2.652 -5.440
C -0.918 -1.483 -4.686
H 0.627 -3.508 -0.384
H 1.326 -1.977 0.110
H 2.596 -4.280 0.769
H 3.555 -2.891 0.228
H 2.560 -5.200 -1.494
H 4.229 -4.643 -1.344
H 2.684 -3.748 -3.387
H 3.773 -2.618 -2.558
H 3.267 0.836 -2.881
H 1.659 1.474 -3.255
H 3.719 1.994 -4.940
H 2.156 1.524 -5.627
H 4.495 -0.338 -5.008
H 3.698 -0.143 -6.572
H 2.893 -2.128 -4.905
H 1.697 -1.215 -5.814
H -1.048 -3.419 -2.290
H 0.082 -4.249 -3.374
H -2.762 -3.419 -3.839
H -1.860 -4.678 -4.680
H -2.423 -2.371 -5.994
H -0.799 -3.057 -6.143
H -1.704 -0.920 -4.170
H -0.348 -0.793 -5.306
*
```

Summary:
E_HOMO (alpha / beta), Eh: -0.5077 / -0.5074
Orbital gap (alpha / beta), hartree: 0.2989 / 0.2062

***

Calculated total energy readings, ordered: -114592.24328; -107013.23018 eV